Formula: C3H10N2S
Source: the Open Molecules 2025 dataset
Level of theory: wB97M-V/def2-TZVPD

Results
Lowest unoccupied orbital energy ... 0.951 eV
Electronic energy ... -627.96235 Ha
HOMO-LUMO gap ... 0.3615 hartree
SMILES ... [H]/N=C/N.CCS
ΔE to the lowest compared entry with this formula, charge and spin ... 0.878 eV
Net charge ... 0

Last column: Löwdin charge in e.
Element x y z (Å)
H  -1.41  -1.84  -0.63  0.0333
N  -0.57  -1.51  -1.10  0.0557
C  0.42  -2.09  -0.53  -0.3939
N  1.70  -2.04  -0.98  0.0630
H  0.23  -2.65  0.39  0.1109
H  1.87  -1.29  -1.64  0.0876
H  2.31  -2.80  -1.20  0.0882
C  -1.35  1.60  0.22  -0.1703
C  -0.30  1.51  1.40  -0.5708
S  1.47  1.51  0.82  0.6206
H  -1.12  2.55  -0.29  0.0618
H  -1.22  0.84  -0.56  0.0286
H  -2.30  1.67  0.73  0.0611
H  -0.47  2.34  2.07  0.0467
H  -0.55  0.52  1.79  0.0462
H  1.29  1.69  -0.50  -0.1687


Formula: C3H10N2S
Source: the Open Molecules 2025 dataset
Level of theory: wB97M-V/def2-TZVPD

Results
Lowest unoccupied orbital energy ... 0.867 eV
Electronic energy ... -627.91099 Ha
HOMO-LUMO gap ... 0.3278 hartree
SMILES ... [H]/N=C/N.CSC
ΔE to the lowest compared entry with this formula, charge and spin ... 2.276 eV
Net charge ... 0

Last column: Löwdin charge in e.
Element x y z (Å)
H  -0.57  -3.14  0.24  0.0344
N  -1.21  -2.32  -0.02  0.0102
C  -1.50  -1.63  1.12  -0.3928
N  -2.48  -0.70  1.08  0.0119
H  -1.13  -1.58  2.21  0.1320
H  -2.87  -0.47  1.96  0.0656
H  -2.99  -0.43  0.15  0.1604
C  2.56  0.33  -0.75  -0.4490
S  1.14  0.78  -1.80  0.6536
C  0.26  1.87  -0.66  -0.4895
H  3.30  1.23  -1.12  0.0763
H  2.97  -0.64  -1.22  0.0449
H  2.23  0.20  0.25  0.0039
H  -0.66  1.33  -0.15  0.0452
H  0.90  2.46  0.13  0.0650
H  0.05  2.72  -1.42  0.0279


Formula: C3H10N2S
Source: the Open Molecules 2025 dataset
Level of theory: wB97M-V/def2-TZVPD

Results
Lowest unoccupied orbital energy ... 0.921 eV
Electronic energy ... -627.96789 Ha
HOMO-LUMO gap ... 0.3581 hartree
SMILES ... [H]/N=C/NC.CS
ΔE to the lowest compared entry with this formula, charge and spin ... 0.728 eV
Net charge ... 0

Last column: Löwdin charge in e.
Element x y z (Å)
H  -1.16  -0.21  0.60  -0.0220
N  -1.21  0.66  0.08  0.0553
C  -0.02  1.10  -0.07  -0.3460
N  0.30  1.95  -1.08  -0.0616
C  1.68  2.30  -1.36  -0.1041
H  0.81  0.85  0.59  0.1225
H  -0.38  1.97  -1.82  0.1299
H  1.78  3.36  -1.59  0.0755
H  2.29  2.10  -0.48  0.0756
H  2.09  1.74  -2.20  0.0791
C  -0.98  -2.71  1.70  -0.5198
S  -0.92  -3.14  -0.05  0.6296
H  -1.91  -2.22  1.97  0.0296
H  -0.94  -3.65  2.24  0.0207
H  -0.14  -2.12  2.05  0.0213
H  -1.28  -1.96  -0.58  -0.1855


Formula: C3H10N2S
Source: the Open Molecules 2025 dataset
Level of theory: wB97M-V/def2-TZVPD

Results
Lowest unoccupied orbital energy ... 0.549 eV
Electronic energy ... -627.94232 Ha
HOMO-LUMO gap ... 0.3371 hartree
SMILES ... [H]/N=C/N.CSC
ΔE to the lowest compared entry with this formula, charge and spin ... 1.423 eV
Net charge ... 0

Last column: Löwdin charge in e.
Element x y z (Å)
H  -1.30  3.32  -3.76  0.0243
N  -0.34  3.67  -3.76  0.0107
C  0.26  2.86  -2.95  -0.4006
N  1.15  3.20  -1.98  0.0833
H  -0.12  1.83  -2.93  0.1071
H  1.39  2.55  -1.26  0.0833
H  1.68  4.05  -2.03  0.0926
C  -0.81  -2.19  0.76  -0.4640
S  0.56  -1.63  1.80  0.6926
C  0.21  -2.54  3.41  -0.3653
H  -1.17  -3.21  0.89  0.0376
H  -1.68  -1.59  1.05  0.0298
H  -0.37  -2.12  -0.22  0.0118
H  0.11  -1.79  4.19  0.0172
H  1.06  -3.20  3.60  0.0178
H  -0.62  -3.21  3.20  0.0218